# 1
Density functional theory data (ωB97M-V with the def2-TZVPD basis set) for a structure of composition C45H62Ge2N5O5S3Ti in a non-equilibrium geometry.

The orbital gap (spin up / spin down) is 5.9 / 4.7 eV. Its energy is -8599.47570 Ha. As for the spin multiplicity: 3. Its total charge is +1.

Geometry (Å):
Ti  0.2340  0.1696  -0.2793
O  0.0185  0.6817  -2.2727
S  -0.0208  1.4339  -3.5979
C  -1.4651  0.7568  -4.4612
C  -1.6427  -0.7541  -4.3001
C  -2.8775  -1.1404  -3.4821
C  -2.7934  -2.5921  -3.0278
S  -1.6284  -2.7663  -1.6067
O  -1.2335  -1.3208  -1.3359
C  -2.6836  -3.3077  -0.2965
C  -2.4303  -4.5866  0.1809
C  -3.1835  -5.0701  1.2470
C  -4.1523  -4.2651  1.8208
C  -4.3962  -2.9811  1.3341
C  -3.6654  -2.4961  0.2670
C  1.2844  0.7257  -4.5635
C  1.8727  -0.4766  -4.2050
C  2.8915  -0.9813  -4.9983
C  3.3043  -0.2879  -6.1272
C  2.7075  0.9174  -6.4723
C  1.6932  1.4383  -5.6834
H  -1.3011  1.0618  -5.4975
H  -2.3152  1.3302  -4.0855
H  -0.7566  -1.1579  -3.8081
H  -1.6914  -1.2225  -5.2842
H  -3.7891  -1.0037  -4.0673
H  -2.9539  -0.4917  -2.6083
H  -2.3703  -3.2190  -3.8137
H  -3.7505  -3.0191  -2.7341
H  -1.6549  -5.2017  -0.2636
H  -2.9978  -6.0676  1.6223
H  -4.7358  -4.6395  2.6516
H  -5.1720  -2.3755  1.7838
H  -3.8597  -1.5100  -0.1419
H  1.5426  -1.0059  -3.3206
H  3.3620  -1.9191  -4.7359
H  4.1004  -0.6867  -6.7405
H  3.0390  1.4595  -7.3468
H  1.2396  2.3898  -5.9339
C  3.4005  -0.2820  -0.6427
C  3.3566  -0.3183  0.8745
Ge  1.9657  0.8004  1.7562
C  1.7030  -0.0416  3.5232
C  0.7177  0.6266  4.4650
C  2.4865  2.6255  2.0995
C  2.2384  3.5310  1.1463
Ge  1.3100  2.7471  -0.4096
C  -0.4708  3.6263  -0.7396
C  -0.5943  4.8289  -1.6808
C  2.6244  2.8499  -1.9125
C  2.5054  3.9226  -2.9928
C  2.7262  4.9283  1.1793
C  3.5486  5.4066  2.2043
C  3.9952  6.7147  2.2027
C  3.6408  7.5784  1.1728
C  2.8368  7.1186  0.1443
C  2.3878  5.8054  0.1550
H  3.9704  -1.1087  -1.0705
H  3.8265  0.6492  -1.0081
H  2.3997  -0.3499  -1.1234
H  4.3057  0.0297  1.2909
H  3.2140  -1.3407  1.2312
H  2.7230  0.0403  3.9217
H  1.5089  -1.1084  3.4231
H  0.9378  1.6894  4.5846
H  0.7439  0.1753  5.4583
H  -0.3048  0.5516  4.0913
H  3.0097  2.8922  3.0151
H  -0.8373  3.9128  0.2518
H  -1.1543  2.8556  -1.1054
H  -0.1741  5.7362  -1.2511
H  -1.6470  5.0385  -1.8808
H  -0.1086  4.6587  -2.6394
H  2.6934  1.8694  -2.3869
H  3.5713  2.9875  -1.3810
H  1.6084  3.8082  -3.6014
H  3.3614  3.8675  -3.6684
H  2.4898  4.9311  -2.5803
H  3.8511  4.7544  3.0115
H  4.6300  7.0639  3.0062
H  3.9963  8.5999  1.1737
H  2.5561  7.7770  -0.6676
H  1.7640  5.4634  -0.6591
O  1.4261  -8.0540  -0.1036
S  0.5197  -8.8157  0.7308
O  -0.8131  -8.9890  0.1783
O  1.0849  -9.9569  1.4023
C  0.1177  -7.6536  2.0744
N  -0.4856  -8.1057  3.1761
C  -0.9037  -7.2069  4.0452
C  -0.7740  -5.8279  3.8465
C  -0.1103  -5.4766  2.6818
N  0.3442  -6.3784  1.8230
C  0.0528  -4.0844  2.1833
C  -0.6174  -2.9929  2.7205
C  -0.5207  -1.7735  2.0846
N  0.1761  -1.6073  0.9550
C  0.8172  -2.6641  0.4278
C  0.8416  -3.8917  1.0423
H  -1.3886  -7.5833  4.9409
H  -1.1620  -5.1201  4.5634
H  -1.2431  -3.0799  3.5974
H  -1.0000  -0.8867  2.4829
H  1.3671  -2.4947  -0.4934
H  1.3732  -4.7355  0.6221
C  -3.4273  0.7640  3.0983
C  -2.7622  1.9520  2.4110
C  -3.7329  2.6181  1.4348
C  -2.2835  2.9705  3.4414
N  -1.5290  1.4634  1.7421
N  -1.7289  0.8199  0.4799
H  -4.3467  1.0752  3.5942
H  -2.7642  0.3309  3.8480
H  -3.6977  -0.0204  2.3853
H  -4.5539  3.0728  1.9887
H  -4.1863  1.9066  0.7399
H  -3.2452  3.4113  0.8622
H  -3.1103  3.2789  4.0796
H  -1.8844  3.8630  2.9534
H  -1.5045  2.5436  4.0722
H  -0.8840  2.2324  1.5874
H  -2.2884  1.4024  -0.1456
H  -2.2550  -0.0366  0.6491

=====

# 2
Density functional theory data (ωB97M-V with the def2-TZVPD basis set) for a structure of composition C45H63BGeN4OS3Tl.

The orbital gap (spin up / spin down) is 7.7 / 8.1 eV. Its energy is -5515.54753 Ha. Its total charge is +1.

Geometry (Å):
Tl  -0.1010  -0.0856  0.6723
C  0.4677  -1.6355  4.6756
C  1.5863  -2.4514  4.0498
S  2.1072  -1.9241  2.3836
C  2.0819  -3.5378  1.5684
C  0.7335  -4.2523  1.5066
S  -0.6022  -3.2365  0.8258
C  -1.9350  -3.4268  2.0364
C  -1.6137  -3.0623  3.4787
S  -1.0156  -1.3613  3.6722
H  0.8305  -0.6373  4.8967
H  0.1738  -2.0867  5.6251
H  1.3175  -3.5028  3.9791
H  2.4558  -2.3877  4.7061
H  2.8062  -4.1833  2.0688
H  2.4520  -3.3538  0.5584
H  0.4288  -4.6168  2.4849
H  0.8423  -5.1207  0.8550
H  -2.3029  -4.4549  1.9967
H  -2.7217  -2.7787  1.6446
H  -0.8637  -3.7339  3.8925
H  -2.5146  -3.1889  4.0815
N  -4.3731  0.4073  2.4086
C  -3.5123  0.7855  1.4349
N  -3.7076  2.0004  0.8836
O  -2.6066  0.0331  1.0635
H  -5.0246  1.0519  2.8189
H  -4.1296  -0.4137  2.9348
H  -4.4943  2.5766  1.1256
H  -3.1527  2.2615  0.0825
Ge  -0.0537  1.9158  2.4814
C  0.9292  1.6807  4.1483
C  0.2211  1.7371  5.3477
C  0.8766  1.5996  6.5627
C  2.2479  1.3982  6.5925
C  2.9669  1.3533  5.4062
C  2.3104  1.5009  4.1929
C  0.3055  3.7478  1.8970
C  -0.7669  4.6306  1.8033
C  -0.5612  5.9747  1.5283
C  0.7235  6.4527  1.3324
C  1.8032  5.5864  1.4322
C  1.5931  4.2472  1.7178
H  -1.5254  1.9593  2.9261
H  -0.8515  1.8811  5.3344
H  0.3164  1.6461  7.4864
H  2.7583  1.2866  7.5386
H  4.0383  1.2084  5.4275
H  2.8849  1.4550  3.2750
H  -1.7740  4.2697  1.9675
H  -1.4044  6.6512  1.4754
H  0.8871  7.5001  1.1189
H  2.8095  5.9588  1.3004
H  2.4498  3.5947  1.8218
C  -3.8464  0.2902  -1.8912
C  -3.5381  1.6161  -2.6000
C  -3.4726  1.4198  -4.1181
C  -2.3395  2.3885  -2.0680
C  -2.5574  3.7028  -1.6559
C  -1.5157  4.5395  -1.2892
C  -0.2106  4.0934  -1.3642
C  0.0663  2.7952  -1.7776
C  1.5048  2.3779  -2.0394
C  2.4334  2.5811  -0.8488
C  2.0355  3.1295  -3.2641
C  -1.0109  1.9399  -2.0680
N  -0.6821  0.5947  -2.4235
B  -0.3164  -0.4970  -1.5822
N  0.1335  -1.5180  -2.4790
C  0.0981  -0.9957  -3.7726
C  -0.3890  0.2556  -3.7417
C  0.7485  -2.7907  -2.2609
C  -0.0047  -3.9651  -2.3898
C  0.6372  -5.1652  -2.0967
C  1.9809  -5.2117  -1.7627
C  2.7235  -4.0457  -1.7409
C  2.1213  -2.8160  -1.9932
C  2.9768  -1.5663  -2.0486
C  3.6031  -1.2337  -0.6953
C  4.0504  -1.6993  -3.1313
C  -1.4142  -4.0615  -2.9642
C  -1.3939  -3.8903  -4.4888
C  -2.5056  -3.1732  -2.3740
H  -4.3453  -0.3945  -2.5767
H  -4.5090  0.4389  -1.0394
H  -2.9483  -0.2004  -1.5248
H  -4.3863  2.2855  -2.4258
H  -2.7716  0.6347  -4.3918
H  -3.1885  2.3391  -4.6306
H  -4.4547  1.1202  -4.4823
H  -3.5705  4.0837  -1.6553
H  -1.7223  5.5528  -0.9740
H  0.5994  4.7654  -1.1151
H  1.5139  1.3164  -2.2832
H  2.5422  3.6372  -0.6022
H  3.4231  2.1880  -1.0792
H  2.0635  2.0716  0.0445
H  2.0198  4.2065  -3.0964
H  1.4355  2.9197  -4.1486
H  3.0640  2.8355  -3.4737
H  0.4340  -1.5739  -4.6130
H  -0.5425  0.9478  -4.5483
H  0.0769  -6.0873  -2.1758
H  2.4547  -6.1621  -1.5600
H  3.7851  -4.0897  -1.5351
H  2.3371  -0.7270  -2.3286
H  4.2421  -2.0421  -0.3376
H  2.8380  -1.0471  0.0653
H  4.2181  -0.3380  -0.7710
H  4.7715  -2.4768  -2.8823
H  4.5958  -0.7622  -3.2380
H  3.6102  -1.9485  -4.0956
H  -1.7096  -5.0998  -2.7811
H  -1.2836  -2.8443  -4.7675
H  -2.3358  -4.2421  -4.9096
H  -0.5868  -4.4608  -4.9472
H  -2.3560  -2.1299  -2.6428
H  -2.5586  -3.2483  -1.2919
H  -3.4682  -3.4822  -2.7811